No. 1
Molecular formula: C3H7N
Method: DFT, ωB97M-V/def2-TZVPD

Summary:
SMILES: C=C.C=N
E_HOMO, eV: -9.54
E_LUMO, eV: 1.21
2S+1: 1
Frontier orbital gap, eV: 10.8

CARTESIAN COORDINATES (ANGSTROEM)
H  -5.003  -0.255  4.279
H  4.163  -0.103  -4.184
H  3.290  2.593  -3.083
C  -4.153  -1.932  4.593
H  2.708  0.320  -3.101
H  -3.131  -1.626  4.254
N  -5.055  -1.097  4.850
C  3.579  0.648  -3.659
H  -4.260  -3.022  4.548
C  3.771  1.953  -3.820
H  4.092  2.521  -4.677

=====

No. 2
Molecular formula: C3H7N
Method: DFT, ωB97M-V/def2-TZVPD

Summary:
SMILES: C=NCC
E_HOMO, eV: -9.55
E_LUMO, eV: 1.14
2S+1: 1
Frontier orbital gap, eV: 10.7

CARTESIAN COORDINATES (ANGSTROEM)
H  1.151  -1.737  -0.714
H  -0.265  1.570  -0.722
H  1.507  -0.035  -0.497
H  0.140  -1.316  1.343
H  0.254  -0.554  -1.610
N  -0.611  0.586  1.079
H  -0.812  2.580  0.685
C  -0.287  -0.723  0.529
H  -1.211  -1.208  0.222
C  -0.560  1.590  0.323
C  0.693  -0.753  -0.638

=====

No. 3
Molecular formula: C3H7N
Method: DFT, ωB97M-V/def2-TZVPD

Summary:
E_HOMO (spin up / spin down), eV: -16.06 / -17.16
Total charge: +1
E_LUMO (spin up / spin down), eV: -5.03 / -8.50
2S+1: 2
Frontier orbital gap (spin up / spin down), eV: 11.0 / 8.7
<S²>: 0.755

CARTESIAN COORDINATES (ANGSTROEM)
H  -1.195  1.713  -1.003
H  0.557  2.063  -1.331
H  0.143  1.150  0.970
C  0.089  -0.850  0.172
H  -0.293  0.541  -2.044
C  0.041  0.486  0.034
C  -0.181  1.332  -1.154
H  -0.509  -1.544  -0.440
H  0.336  -2.383  1.279
N  0.778  -1.471  1.389
H  0.233  -1.039  2.128

=====

What did the first record say?
Molecular formula: C3H7N
Method: DFT, ωB97M-V/def2-TZVPD

Summary:
SMILES: C=C.C=N
E_HOMO, eV: -9.54
E_LUMO, eV: 1.21
2S+1: 1
Frontier orbital gap, eV: 10.8

CARTESIAN COORDINATES (ANGSTROEM)
H  -5.003  -0.255  4.279
H  4.163  -0.103  -4.184
H  3.290  2.593  -3.083
C  -4.153  -1.932  4.593
H  2.708  0.320  -3.101
H  -3.131  -1.626  4.254
N  -5.055  -1.097  4.850
C  3.579  0.648  -3.659
H  -4.260  -3.022  4.548
C  3.771  1.953  -3.820
H  4.092  2.521  -4.677

=====

Question: 2S+1 of number 2 (C3H7N)?
Answer: 1